#i
Molecular formula: C5H16N2O
Method: DFT, wB97M-V/def2-TZVPD

```
24
Properties=species:S:1:pos:R:3:lowdin_charge:R:1
N 0.4998 0.6707 1.5470 0.09
C 0.1417 -0.0861 0.4718 -0.47
C -1.3615 -0.3482 0.2555 -0.38
C -2.0842 1.0048 0.3587 -0.08
C -1.6600 -1.0192 -1.1171 -0.08
C 0.8554 0.4841 -0.8175 -0.21
N 1.7185 -0.5686 -1.4737 0.00
H -0.3755 0.7980 2.0546 0.06
H 0.7312 -2.0792 0.7868 0.21
H 0.6785 -1.2390 0.4897 0.05
H -1.8708 -0.9660 1.0043 0.14
H -3.0434 0.8525 -0.1497 0.08
H -1.5540 1.9025 0.0192 0.09
H -2.2113 1.3104 1.4290 0.08
H -2.7261 -1.3214 -1.0364 0.09
H -0.9267 -1.8083 -1.2957 0.07
H -1.6266 -0.3530 -2.0031 0.08
H 1.4097 1.4117 -0.7791 0.11
H -0.0052 0.8514 -1.4237 0.10
H 2.0451 -1.0653 -0.6325 0.02
H 2.6528 -0.1400 -1.5775 0.07
H 2.0959 0.6234 1.2645 -0.03
H 3.5749 0.4932 1.7099 0.03
O 3.0421 0.5915 0.9152 -0.11
```

LUMO level	-0.71	eV
E_HOMO	-9.234	eV
frontier orbital gap	8.5	eV
2S+1	1

---

#ii
Molecular formula: C5H16N2O
Method: DFT, wB97M-V/def2-TZVPD

```
24
Properties=species:S:1:pos:R:3:lowdin_charge:R:1
C 2.4875 0.7483 1.6815 -0.11
C 1.0805 0.1613 1.5586 -0.29
N 0.6476 0.1019 0.1435 -0.11
C -0.6151 -0.6764 -0.2098 -0.24
C -1.1076 -0.1358 -1.5397 -0.21
C -1.9261 1.2177 -1.3044 -0.31
N -3.2923 0.9249 -1.0263 0.00
H 3.0149 0.3531 2.5292 0.06
H 3.3147 0.4798 1.0091 0.07
H 2.4450 1.8267 1.8268 0.07
H 0.9222 -0.8437 2.0218 0.11
H 0.3262 0.7623 2.1449 0.11
H 0.8836 0.8670 -0.5381 0.13
H -0.4472 -1.7965 -0.3627 0.11
H -1.3984 -0.5850 0.5748 0.11
H -0.2347 -0.2093 -2.1600 0.09
H -1.8699 -0.7615 -2.1152 0.12
H -1.3712 1.8988 -0.5511 0.13
H -1.8539 1.7128 -2.3863 0.13
H -3.5859 0.1820 -1.5254 0.01
H -3.3856 0.8411 -0.0195 0.08
O 2.0204 -2.6737 0.0964 0.07
H 1.2527 -2.2904 0.0690 -0.11
H 2.6926 -2.1055 0.0829 -0.03
```

LUMO level	0.98	eV
E_HOMO	-8.610	eV
frontier orbital gap	9.6	eV
2S+1	1
SMILES string	CCNCCCN.O

---

#iii
Molecular formula: C5H16N2O
Method: DFT, wB97M-V/def2-TZVPD

```
24
Properties=species:S:1:pos:R:3:lowdin_charge:R:1
C -0.8683 -1.1858 -2.7471 -0.10
C -1.5367 -0.3039 -1.6459 -0.27
N -0.4740 0.2295 -0.8156 -0.09
C -0.4480 -0.1679 0.5664 -0.23
C 0.9799 -0.2999 1.1028 -0.44
C 1.1500 -1.4761 2.0992 -0.07
N 1.4768 0.9955 1.5811 0.03
H -1.4661 -1.9703 -3.1990 0.06
H -0.5306 -0.5304 -3.5236 0.05
H 0.0105 -1.6478 -2.3033 0.06
H -2.0187 0.4999 -2.2202 0.10
H -2.3090 -0.9091 -1.0854 0.12
H -0.2626 1.2115 -0.9267 0.08
H -0.9278 -1.1274 0.7350 0.10
H -1.0972 0.5293 1.2225 0.14
H 1.6125 -0.5945 0.2520 0.13
H 1.0156 -2.4039 1.5466 0.07
H 0.4513 -1.4099 2.9356 0.07
H 2.1678 -1.4415 2.5045 0.07
H 1.0736 1.3736 2.4213 0.07
H 2.4865 1.0343 1.5787 0.07
O -0.5170 3.0941 -0.0586 -0.07
H 0.1905 2.5811 0.3647 0.00
H -0.1590 3.9196 -0.3851 0.04
```

LUMO level	0.97	eV
E_HOMO	-8.064	eV
frontier orbital gap	9.0	eV
2S+1	1
SMILES string	CCNC[C@H](C)N.O

---

Stability, lowest: #i

---

#i
Molecular formula: C4H13NO
Method: DFT, wB97M-V/def2-TZVPD

```
19
Properties=species:S:1:pos:R:3:lowdin_charge:R:1
C -1.0063 0.2196 -0.5709 -0.10
C -0.2292 -0.8962 0.1079 -0.40
C 1.2457 -0.9646 -0.4359 -0.07
C -0.1545 -0.7978 1.6462 -0.27
N -1.2248 -1.4540 2.4232 -0.01
H -0.8227 1.2439 -0.2362 0.07
H -2.0315 0.0686 -0.1925 0.07
H -1.0587 0.2584 -1.6543 0.07
H -0.6933 -1.8789 -0.0320 0.12
H 1.8758 -1.2741 0.4036 0.06
H 1.4012 -1.8437 -1.0709 0.07
H 1.6480 -0.0596 -0.8849 0.07
H 0.1112 0.1922 2.0239 0.12
H 0.7032 -1.4019 1.9442 0.09
H -1.5292 -2.2769 1.9240 0.06
H -1.9779 -0.8263 2.6662 0.06
O 1.4736 4.1780 -2.5350 -0.07
H 1.6321 3.6828 -3.3467 0.03
H 0.6372 3.8305 -2.1798 0.04
```

LUMO level	0.69	eV
E_HOMO	-9.131	eV
frontier orbital gap	9.8	eV
2S+1	1
SMILES string	CC(C)CN.O

---

#ii
Molecular formula: C4H13NO
Method: DFT, wB97M-V/def2-TZVPD

```
19
Properties=species:S:1:pos:R:3:lowdin_charge:R:1
C 0.3973 -1.3280 0.2949 -0.27
N 0.3096 -0.1673 1.1426 -0.08
C 0.5487 1.1963 0.6833 -0.27
C -0.7605 2.0183 0.6318 -0.09
C -0.9790 -1.7546 -0.1822 -0.08
H 0.8760 -2.0938 0.9061 0.12
H 1.0319 -0.9403 -0.6047 0.01
H 0.4135 -0.2685 2.1310 0.11
H 1.7327 -0.6316 -1.0771 0.31
H 1.3312 1.7348 1.2212 0.11
H -0.6041 2.8913 -0.0064 0.07
H -1.1036 2.3922 1.5942 0.06
H -1.4364 1.3511 0.1055 0.06
H -0.8710 -2.5645 -0.9016 0.08
H -1.6281 -1.9649 0.6667 0.08
H -1.4694 -0.9077 -0.6547 0.06
H 0.7875 1.1037 -0.3718 0.06
H 0.9093 -0.2428 -2.8918 -0.03
O 0.4736 -0.0123 -2.0605 -0.30
```

LUMO level	-0.65	eV
E_HOMO	-8.319	eV
frontier orbital gap	7.7	eV
2S+1	1

---

Stability, lowest: #ii

---

#i
Molecular formula: C5H8N2O
Method: DFT, wB97M-V/def2-TZVPD

```
16
Properties=species:S:1:pos:R:3:lowdin_charge:R:1
C -0.8235 1.2098 1.1885 -0.03
C -0.1474 0.0628 0.4556 -0.48
N 0.2431 -0.9431 1.4052 0.09
C -1.0624 -0.4115 -0.7849 -0.44
O -2.2210 -0.7024 -0.7749 0.13
N -0.2244 -0.1077 -1.8578 0.12
C 1.1175 -0.6145 -1.5484 -0.13
C 0.7875 0.4857 -0.6361 -0.06
H -0.1396 1.6474 1.9159 0.08
H -1.7021 0.8338 1.7097 0.09
H -1.1448 1.9808 0.4904 0.09
H -0.0788 -1.8808 1.1972 0.08
H 1.2425 -1.0340 1.5470 0.08
H 1.8163 -0.3979 -2.3479 0.11
H 1.2114 -1.6276 -1.1659 0.12
H 1.1256 1.4991 -0.7937 0.14
```

LUMO level	0.74	eV
E_HOMO	-9.142	eV
frontier orbital gap	9.9	eV
2S+1	1
SMILES string	C[C@@]1(N)C(=O)N2C[C@@H]21

---

#ii
Molecular formula: C5H8N2O
Method: DFT, wB97M-V/def2-TZVPD

```
16
Properties=species:S:1:pos:R:3:lowdin_charge:R:1
C 1.0968 -1.2252 0.0080 -0.17
C 0.0588 1.6805 -0.0661 -0.06
C -1.2378 0.8720 0.2835 -0.26
C -1.6683 -0.4474 -0.3817 -0.07
C -0.2692 -0.7213 -0.0202 -0.50
H 1.6739 -1.4813 -1.1404 0.18
H 1.3288 -2.2780 0.6881 0.15
H 2.8170 -0.0461 0.5029 0.10
H -0.2371 2.7567 -0.2837 0.11
H -2.2186 1.5017 0.7012 0.19
H -2.0469 -0.8785 -1.4543 0.16
H -2.2445 -0.9339 0.6197 0.18
H 0.2706 -0.1761 -0.9043 0.13
N 1.8143 0.0947 0.4425 -0.09
N 1.4286 1.3415 -0.1592 0.03
O -0.5662 -0.0593 1.1641 -0.08
```

LUMO level	0.57	eV
E_HOMO	-8.373	eV
frontier orbital gap	8.9	eV
2S+1	1

---

#iii
Molecular formula: C5H8N2O
Method: DFT, wB97M-V/def2-TZVPD

```
16
Properties=species:S:1:pos:R:3:lowdin_charge:R:1
C -2.8096 -0.9056 0.5539 -0.12
C -2.5560 0.5591 -0.1353 -0.23
C -0.9967 0.9205 -0.0216 -0.15
C 0.2271 0.0893 -0.2304 -0.56
O 0.1308 -1.0398 -0.7048 0.07
N 1.3836 0.6064 0.1162 0.06
C 2.6426 0.0728 -0.0423 -0.19
N 3.6751 -0.4752 0.4015 0.14
H -4.0038 -1.0307 0.2723 0.09
H -2.3365 -1.8592 -0.0142 0.11
H -2.9718 -0.8418 1.6616 0.05
H -2.7438 0.3975 -1.2856 0.12
H -3.1028 1.4887 0.0959 0.09
H -0.9853 1.4667 1.0425 0.15
H -0.7929 1.6455 -0.8593 0.12
H 1.4355 1.7164 0.3560 0.23
```

LUMO level	0.06	eV
E_HOMO	-10.305	eV
frontier orbital gap	10.4	eV
2S+1	1
SMILES string	CCCC(=O)NC#N

---

#iv
Molecular formula: C5H8N2O
Method: DFT, wB97M-V/def2-TZVPD

```
16
Properties=species:S:1:pos:R:3:lowdin_charge:R:1
C 0.5106 -1.0675 0.0917 -0.47
C -1.6351 0.5035 0.4823 -0.13
C -1.9568 -0.9546 -0.1696 -0.05
C -0.2337 1.2635 0.2320 -0.05
C 2.0918 0.7420 -0.1265 -0.03
N -0.7348 -1.5659 -0.2319 0.05
N 0.7246 0.3240 0.1076 -0.12
O 1.4562 -1.8393 0.2378 0.03
H -2.4527 1.1854 0.2610 0.08
H -1.6427 0.3105 1.5612 0.09
H -2.6078 -1.0701 -1.0265 0.08
H -0.1539 2.1756 -0.3368 0.09
H 2.3919 1.4674 0.6287 0.09
H 2.7313 -0.1374 -0.0604 0.08
H 2.1924 1.1949 -1.1143 0.09
H -0.6812 -2.5321 -0.5362 0.15
```

LUMO level (spin up / spin down)	0.28 / 0.40	eV
E_HOMO (spin up / spin down)	-6.982 / -7.420	eV
frontier orbital gap (spin up / spin down)	7.3 / 7.8	eV
2S+1	1

---

Stability, lowest: #ii

---

#i
Molecular formula: C5H8N2O
Method: DFT, wB97M-V/def2-TZVPD

```
16
Properties=species:S:1:pos:R:3:lowdin_charge:R:1
C -2.3097 1.0285 0.2809 -0.18
C -2.0664 -0.2702 0.7507 -0.05
C 0.2351 0.5996 -1.4151 -0.04
C 0.8718 -0.1826 -2.5787 -0.11
C 0.1019 0.0151 2.0735 -0.04
N -1.9414 1.3989 -0.8875 -0.02
N -1.0845 -0.6558 1.4514 -0.05
O -1.0843 0.7204 -1.6250 -0.15
H -2.9913 1.7190 0.7349 0.11
H 0.3393 0.0224 -3.5469 0.08
H 1.8905 0.1471 -2.6635 0.04
H 0.8974 -1.2632 -2.4561 0.07
H 0.6258 0.4782 1.2357 0.05
H -0.1672 0.6850 2.9731 0.11
H 0.6792 -0.8214 2.4910 0.08
H -1.0045 -1.5937 1.7034 0.09
```

LUMO level	0.75	eV
E_HOMO	-8.057	eV
frontier orbital gap	8.8	eV
2S+1	1

---

#ii
Molecular formula: C5H8N2O
Method: DFT, wB97M-V/def2-TZVPD

```
16
Properties=species:S:1:pos:R:3:lowdin_charge:R:1
C -0.1171 -1.1891 -0.3636 -0.33
C 0.3790 -0.0725 -1.2923 -0.18
C -1.0959 0.4528 -1.2635 -0.07
C -1.0551 -0.1705 0.1485 -0.17
C 0.0390 0.8166 0.6949 -0.48
H 0.3597 -1.9213 1.5327 0.09
H 1.2744 -2.5021 0.3259 0.05
H -0.7238 -1.9407 -0.9570 0.16
H 0.8890 -0.2261 -2.2379 0.14
H -1.4072 1.5039 -1.3383 0.12
H -1.7144 -0.2209 -1.8805 0.11
H -2.0449 -0.3009 0.6593 0.16
H 1.5822 1.5739 -0.1848 0.13
N 0.8084 -1.7081 0.6538 0.09
N 1.0265 0.7631 -0.2582 0.10
O 0.0053 1.4531 1.7209 0.08
```

LUMO level	0.90	eV
E_HOMO	-9.214	eV
frontier orbital gap	10.1	eV
2S+1	1

---

Stability, lowest: #i